Entry 1:
16
Properties=species:S:1:pos:R:3:forces:R:3:lowdin_charge:R:1 method="wB97M-V/def2-TZVPD" charge=-1 e_above_lowest_kcal_mol=23.4 orbital_gap_ha=0.3126
O -2.89167 -1.40097 0.40019 -0.13 -0.16 0.06 -0.14
O 3.01156 -0.31173 2.57734 0.19 -0.32 0.03 -0.06
O 1.42400 2.92659 2.34512 -0.44 0.08 0.13 -0.13
O -0.80261 -0.04988 -0.57579 -0.07 0.10 -0.02 -0.13
O -0.56694 1.53538 1.00748 -0.09 0.23 0.03 -0.10
O -1.42008 -1.76378 -5.48328 -0.11 -0.18 0.42 -0.07
C -0.17546 0.82732 0.06342 0.29 -0.17 -0.14 -0.61
H 1.25070 2.45923 3.17622 0.10 0.09 -0.46 0.02
H 0.65722 2.65449 1.77434 0.38 -0.30 0.27 -0.01
H -1.97455 -2.43113 -5.05689 0.05 0.09 -0.22 0.03
H -1.07801 -1.27886 -4.72084 0.05 0.11 -0.14 0.04
H 2.58766 -1.11881 2.26710 -0.18 0.10 0.04 0.03
H 0.88998 0.96284 -0.26587 -0.07 0.11 0.08 0.10
H -2.28212 -0.67144 0.10475 0.14 -0.54 0.05 -0.01
H -2.32612 -2.18400 0.46591 -0.10 0.53 -0.10 0.01
H 3.69646 -0.15525 1.92079 -0.05 0.21 -0.02 0.03


Entry 2:
29
Properties=species:S:1:pos:R:3:forces:R:3:lowdin_charge:R:1 method="wB97M-V/def2-TZVPD" charge=+1 e_above_lowest_kcal_mol=72.1 orbital_gap_ha=0.2772 smiles="NC(=O)CC[N+](CCCF)=C(N)N"
F 1.79462 0.98456 -2.42597 -0.52 1.97 2.34 -0.14
O -3.47183 1.22367 1.77600 2.09 -2.81 -8.47 -0.05
N 1.25856 -2.84316 1.21907 -0.30 2.53 -2.83 0.13
N -4.25023 0.34361 -0.48414 3.19 -0.80 1.67 0.06
N 0.56405 -0.50064 0.11105 1.21 -2.85 1.31 -0.12
N 0.02517 -2.64934 -0.98019 1.49 2.10 2.21 0.22
C -3.17341 0.83687 0.50470 -1.40 1.30 4.47 -0.29
C -0.55846 0.06638 0.95169 -2.60 0.64 0.37 -0.15
C 2.10670 1.65458 0.10274 -0.15 0.01 -0.02 -0.14
C 1.91813 0.07161 0.48618 2.18 -0.12 -0.44 -0.20
C 0.60260 -2.01672 0.12818 0.10 0.10 0.00 -0.18
C -1.61111 0.86020 -0.07462 -0.17 0.23 0.96 -0.09
C 1.57081 2.05325 -1.41444 0.49 1.11 0.28 -0.13
H 1.38761 -2.30315 2.10260 -0.42 -0.23 -1.06 0.10
H 2.72304 -0.52538 -0.16191 -1.77 1.32 1.33 0.15
H 0.42759 2.39181 -1.41272 2.58 -1.19 -0.21 0.11
H 3.26435 1.92864 0.19136 -2.59 -0.84 -0.20 0.14
H 2.24400 -3.07122 0.88899 -1.71 -0.20 0.24 0.14
H -0.51546 -3.54414 -0.92141 1.39 0.87 -0.08 0.16
H 2.22006 -0.11084 1.61233 -0.80 0.52 -2.06 0.13
H -0.15697 0.81969 1.77719 -0.70 -1.81 -1.85 0.15
H -3.79270 0.18749 -1.43226 -0.68 0.30 1.66 0.08
H 2.22626 2.99779 -1.73572 -1.54 -2.25 0.43 0.14
H -1.21591 -0.75898 1.50071 1.67 1.60 -1.07 0.15
H 1.54692 2.33961 0.90285 1.10 -1.43 -1.89 0.13
H -1.52440 0.31586 -1.11422 -0.29 1.38 2.02 0.11
H 0.14288 -2.11265 -1.89186 -0.90 -0.81 1.71 0.17
H -4.47558 -0.62725 -0.11147 -0.19 1.64 -0.55 0.10
H -1.27726 1.98786 -0.09471 -0.76 -2.27 -0.30 0.12


Entry 3:
55
Properties=species:S:1:pos:R:3:forces:R:3:lowdin_charge:R:1 method="wB97M-V/def2-TZVPD" orbital_gap_ha=0.2886 smiles="COc1ccc([N+](=O)[O-])cc1NC(=S)N[C@@H](NC(=O)Cc1ccc(OC)c(OC)c1)C(Cl)(Cl)Cl"
Cl -0.83524 -0.40759 2.75908 0.03 0.03 0.00 0.64
Cl -1.98997 -1.48631 0.34738 -0.09 0.09 -0.04 0.67
Cl -2.91976 1.05695 1.36879 0.16 -0.10 -0.06 0.64
S -0.88280 4.30090 1.80236 -0.06 0.33 0.35 0.64
O 0.32975 -0.53685 -2.05416 -0.21 -0.17 -0.40 0.08
O -1.96614 3.98078 -2.97629 0.27 -0.12 0.32 -0.07
O -0.58219 -5.17925 1.67415 0.33 0.20 0.27 -0.06
O 3.23022 0.82491 -1.87170 0.19 -0.03 0.25 0.06
O 0.77948 -4.71632 3.82107 -0.12 0.02 -0.43 -0.06
O 3.32205 0.83866 -4.01612 0.13 -0.10 -0.21 0.09
N 2.79673 1.13730 -2.96555 0.51 -0.30 -0.07 -0.34
N -0.78486 3.51046 -0.67769 -0.38 0.03 -0.08 0.07
N 0.70169 -0.12803 0.13312 0.04 0.14 0.14 0.10
N -0.04656 1.96990 0.94931 0.02 0.08 -0.03 0.01
C 0.73075 -3.58860 0.38349 -0.04 -0.20 0.14 0.01
C -1.37053 -5.46985 0.54699 -0.13 -0.05 -0.22 -0.08
C -0.55898 3.20017 0.62548 0.05 0.10 0.30 -0.91
C -2.66233 4.30480 -4.16054 -0.17 0.09 -0.23 -0.06
C -0.80759 3.28683 -3.06504 0.23 -0.20 0.17 -0.19
C -1.50476 0.00771 1.15988 -0.25 0.03 -0.03 -1.48
C -0.16742 3.02781 -1.82786 0.23 -0.17 -0.60 -0.15
C 1.76879 -2.65801 0.34998 0.30 -0.08 0.14 -0.25
C 2.00007 -1.86226 -0.90411 0.01 -0.08 -0.05 -0.04
C 1.48347 -4.51565 5.02065 0.13 0.05 0.20 -0.08
C 0.41595 -4.26641 1.54638 -0.04 -0.06 0.11 -0.20
C -0.23142 2.83360 -4.24578 -0.25 0.15 0.15 0.01
C 2.19593 -3.09476 2.67848 -0.18 -0.19 0.27 -0.01
C -0.42111 0.73581 0.31264 -0.06 -0.10 -0.36 -0.47
C 1.16231 -4.01250 2.72183 -0.09 -0.06 0.04 -0.20
C 1.58654 1.89719 -3.00749 -1.24 0.84 -0.20 -0.17
C 2.49341 -2.41705 1.50189 -0.04 -0.07 -0.31 -0.06
C 1.04378 2.36382 -1.81501 0.11 0.05 -0.23 0.06
C 0.92956 -0.79806 -1.03691 0.17 0.06 0.27 -0.50
C 0.95557 2.12558 -4.22038 0.42 -0.19 0.27 0.02
H -3.53904 4.86392 -3.83868 0.06 -0.04 -0.08 0.10
H 0.13745 1.88271 1.94337 -0.07 0.18 -0.12 0.09
H 1.39379 1.74119 -5.12736 0.01 -0.01 -0.04 0.12
H -1.36860 4.32635 -0.81954 0.12 -0.14 0.19 0.13
H -1.89926 -4.58195 0.18424 0.03 -0.04 0.01 0.08
H 2.54050 -4.78329 4.91828 -0.04 0.03 0.00 0.10
H -2.09652 -6.20942 0.88052 0.03 0.05 -0.07 0.10
H 1.57374 2.19173 -0.89253 -0.02 -0.03 0.04 0.13
H 1.96329 -2.48950 -1.79527 0.00 0.10 0.00 0.14
H -0.84250 0.92776 -0.68238 -0.02 -0.12 0.31 0.14
H -0.77130 -5.89245 -0.26627 -0.02 0.03 0.03 0.10
H 3.30758 -1.70708 1.49275 0.11 0.09 -0.03 0.12
H -2.98120 3.40468 -4.69272 0.03 0.02 0.03 0.10
H 2.78201 -2.88904 3.55957 0.03 -0.03 0.13 0.11
H 2.96614 -1.35445 -0.87399 -0.02 -0.06 -0.04 0.12
H 0.16997 -3.76402 -0.52070 -0.12 -0.06 -0.09 0.12
H 1.40342 -3.47977 5.36779 0.02 -0.04 -0.03 0.10
H -0.71523 3.01098 -5.19201 -0.07 0.03 -0.07 0.11
H -2.05498 4.92901 -4.82176 0.00 -0.04 0.03 0.10
H 1.19475 -0.44052 0.95907 -0.11 -0.03 -0.05 0.11
H 1.01496 -5.17526 5.74916 0.07 0.06 -0.01 0.10


Entry 4:
9
Properties=species:S:1:pos:R:3:forces:R:3:lowdin_charge:R:1 method="wB97M-V/def2-TZVPD" e_above_lowest_kcal_mol=58.9 orbital_gap_ha=0.3415 smiles="C=CSN"
S -0.91834 -0.27421 -1.41989 -0.18 1.13 3.47 0.65
N 0.74916 -0.41030 -1.36576 3.25 -0.66 -3.10 -0.52
C -0.00199 0.23330 1.38756 1.75 0.99 3.02 -0.13
C -1.04508 0.18891 0.67053 -2.95 -0.47 -4.75 -0.31
H 0.97191 0.37351 0.99115 0.90 -0.81 -0.45 0.03
H -0.08871 0.38441 2.49210 -0.03 0.02 -1.00 0.08
H -2.06014 0.46884 0.92357 -0.04 -0.65 0.14 0.04
H 1.29494 0.41372 -1.88260 -1.71 -2.45 1.37 0.08
H 1.09825 -1.37818 -1.79667 -0.98 2.91 1.30 0.08


Entry 5:
21
Properties=species:S:1:pos:R:3:forces:R:3:lowdin_charge:R:1 method="wB97M-V/def2-TZVPD" multiplicity=2 e_above_lowest_kcal_mol=47.6 s2=0.7505 orbital_gap_ha="0.1590 / 0.3551"
S -1.86999 -0.77618 -0.56267 0.34 -0.57 0.12 0.80
N 2.72289 -0.51596 -0.13932 -0.41 -0.44 0.32 0.05
C 0.98128 1.16318 -0.79546 -0.14 0.05 1.12 -0.09
C 1.23429 -0.25212 -0.27931 -0.07 0.75 -1.31 -0.46
C 0.47025 -0.66944 0.97547 0.66 -1.31 -0.39 -0.26
C -3.28239 0.28823 -0.39687 -1.09 0.00 -0.91 -0.45
C -0.99329 -0.32774 0.98167 -1.17 1.28 -0.38 -0.48
H 2.84413 -1.51851 -0.45618 0.60 0.00 0.02 0.04
H -3.91610 0.14653 0.46664 0.45 0.07 0.84 0.04
H -1.19725 0.74726 1.03384 0.48 0.06 0.18 0.07
H -3.06424 1.33741 -0.59500 0.09 0.01 0.28 0.04
H 3.33534 0.10676 -0.71158 -0.18 -0.12 -0.23 0.05
H -1.59018 -0.73985 1.79033 0.47 -0.37 0.28 0.08
H 0.95699 -0.90012 -1.10873 -0.13 -0.22 0.14 0.09
H -4.00145 -0.02861 -1.16072 0.39 0.06 -0.37 0.03
H 1.40561 1.85887 -0.06855 -0.09 0.31 -0.25 0.08
H 0.53653 -1.76740 0.98451 0.09 0.06 0.16 0.10
H 1.04481 -0.36463 1.84434 -0.40 0.42 0.36 0.10
H 1.37348 1.35790 -1.78829 0.31 -0.17 -0.01 0.07
H -0.09785 1.30910 -0.84618 0.03 0.10 -0.01 0.05
H 3.10715 -0.45468 0.83205 -0.22 0.05 0.02 0.05


Entry 6:
42
Properties=species:S:1:pos:R:3:forces:R:3:lowdin_charge:R:1 method="wB97M-V/def2-TZVPD" charge=-1 e_above_lowest_kcal_mol=79.5 orbital_gap_ha=0.3349
O 0.68807 1.03692 0.56231 -0.85 0.36 -0.59 -0.16
O 2.33774 2.05495 -2.43761 -5.73 -0.02 0.85 -0.07
O -0.52862 2.81255 2.53406 -0.47 5.22 3.99 0.00
O -0.49295 -2.00837 -2.27225 0.40 -0.31 -2.75 -0.14
O -1.66888 -0.64725 0.26287 1.76 -1.05 -1.48 -0.10
O -3.16735 1.12095 -0.99658 -1.21 2.87 0.87 -0.06
O -2.64941 -0.36681 -3.20603 1.89 -2.74 -0.09 -0.11
O -3.23085 1.54715 3.80223 1.92 -0.33 -3.87 -0.12
O 0.22050 -4.90697 -1.89670 -1.23 0.99 -4.95 -0.03
O -3.46267 3.48244 0.23795 -3.89 -1.53 2.54 -0.06
O 0.99853 -1.07872 -0.52621 -0.41 -0.54 -0.50 -0.32
C 2.51881 -0.17643 1.75880 0.10 0.48 -4.45 -0.16
C 1.99380 1.12094 1.00813 0.54 0.53 2.50 -0.26
C 1.71655 -2.03518 0.20331 0.54 1.50 -0.01 -0.31
C 2.92752 -1.35443 0.86079 -0.63 0.22 0.12 -0.19
H -2.11668 -1.25656 -3.08973 -1.84 1.78 -0.02 0.08
H -1.86477 0.15038 -3.00684 -0.07 0.93 0.00 0.02
H -0.84303 -0.96716 -0.31488 -2.00 0.82 2.17 0.08
H -3.71262 2.55396 -0.00937 0.80 1.18 -0.42 0.02
H 3.16884 1.82867 -2.16745 3.27 -1.11 1.35 -0.05
H 2.72882 1.41049 0.18341 -0.69 -0.04 1.15 0.11
H -2.73578 3.76099 -0.21453 3.02 0.59 -2.10 -0.04
H -2.46433 0.87822 -0.40951 0.68 -1.27 0.07 0.00
H 0.16982 3.42069 2.26109 -0.29 -0.10 0.09 0.05
H 3.29512 -0.00014 2.38462 2.71 1.29 1.76 0.06
H 1.82941 1.91795 1.86456 1.45 -1.04 -1.69 0.13
H -2.41351 1.03239 3.59769 -0.29 -0.27 1.87 0.02
H -3.11032 1.81032 2.81190 -1.68 0.74 2.04 0.07
H 0.61439 0.17397 0.01560 0.64 -0.01 0.41 0.00
H 3.53694 -0.92854 0.07768 0.45 -0.14 -0.51 0.10
H -1.30918 -0.49608 1.14042 0.34 -0.07 -0.04 0.03
H 1.81046 -0.52798 2.36999 -3.32 -1.06 2.39 0.07
H 0.13357 -1.49157 -1.66573 0.69 -0.39 0.47 -0.02
H 3.51136 -2.12433 1.39249 -0.05 0.34 0.05 0.11
H -0.43273 2.12559 2.00377 0.82 -5.18 -4.23 -0.09
H 1.65978 1.68289 -1.72118 2.35 1.08 -2.15 0.09
H 1.11202 -2.49734 1.01394 0.13 -0.25 -0.50 0.12
H 2.18320 -2.72190 -0.49544 -0.42 -0.97 -0.04 0.10
H 0.41472 -4.92340 -1.03405 1.24 -0.43 5.19 -0.06
H 0.00544 -3.95536 -2.02225 -0.09 -0.43 -0.19 0.01
H -0.03848 -1.98047 -3.16912 -0.77 -0.05 1.66 0.09
H -3.33327 0.52257 -1.69218 0.19 -1.60 -0.96 -0.02